# 1
Entry from the OMol25 dataset: 12 unconnected molecules or ions with the total composition H24O11S at a distorted geometry (wB97M-V/def2-TZVPD).

The geometry in XYZ format:
```
36
Properties=species:S:1:pos:R:3:nbo_charge:R:1
S 3.0508 1.8163 1.3280 -0.295
O 0.7142 -1.8052 3.7412 -1.004
O -0.7262 -1.2227 -2.5068 -0.946
O 1.0068 -0.2350 -0.4747 -1.036
O -1.2908 3.2192 0.2566 -0.946
O 1.4392 -2.7193 1.2310 -0.976
O -1.8416 -2.0950 0.2834 -0.950
O -4.9156 1.5089 0.2221 -0.970
O 2.0159 -2.1455 -2.2614 -0.947
O -1.1198 2.1836 -2.7395 -0.983
O -0.4437 0.2065 2.4066 -0.980
O 1.6156 1.5659 -2.1838 -0.992
H -0.6509 2.5807 0.7583 0.462
H -0.8035 -1.6442 -1.7031 0.470
H -2.5345 -1.7031 -0.2676 0.480
H 1.1755 0.8859 -1.5758 0.493
H 2.3599 1.7985 -1.7339 0.469
H 0.6766 -0.2605 0.4718 0.525
H 2.3115 -3.0170 0.9238 0.503
H 1.1919 -2.0961 2.8851 0.514
H -4.2218 1.9220 0.8675 0.491
H -0.6163 2.8136 -3.3510 0.483
H 0.1034 -2.5493 4.0712 0.487
H 2.9727 3.0467 1.0250 0.128
H -2.0534 -1.7344 1.0723 0.473
H 1.5702 -1.0747 -0.7700 0.525
H 0.7790 -2.6577 0.5809 0.500
H 2.6567 2.0860 2.6991 0.167
H 1.4518 -1.6044 -2.7846 0.498
H -0.1035 -0.5792 2.7114 0.487
H 1.5635 -2.9612 -2.4264 0.473
H -0.7777 -0.3102 -2.2738 0.479
H -0.2226 1.8282 -2.3177 0.483
H -0.3928 0.8507 3.0604 0.475
H -1.3324 2.6016 -0.5377 0.480
H -4.6082 1.5008 -0.6881 0.479
```

Values from the calculation:
* SMILES: O.O.O.O.O.O.O.O.O.O.O.S
* gap between HOMO and LUMO: 9.878 eV
* molecular weight: 232.2 g mol⁻¹

# 2
Entry from the OMol25 dataset: 2 unconnected molecules or ions with the total composition C3H9O at a distorted geometry (wB97M-V/def2-TZVPD).

The geometry in XYZ format:
```
13
Properties=species:S:1:pos:R:3:nbo_charge:R:1
O -0.1915 0.5598 0.4214 -0.969
C 1.0365 0.2418 -0.0496 -0.015
C 2.1760 0.8298 0.8650 -0.658
C -2.5749 -0.9178 -0.6649 -0.886
H 2.0014 1.9062 0.9111 0.185
H 1.2480 0.7149 -1.0401 0.064
H 2.0514 0.4436 1.8709 0.185
H -1.5770 -1.0410 -0.2238 0.283
H -2.6214 0.1741 -0.7647 0.233
H 3.1781 0.7202 0.3754 0.154
H -2.5472 -1.4829 -1.5968 0.179
H 1.1527 -0.8748 -0.1348 0.068
H -3.3322 -1.2740 0.0309 0.179
```

Values from the calculation:
* energy above the lowest of the compared OMol25 structures with the same formula, charge and spin: 0.338 eV
* total charge: -1
* gap between HOMO and LUMO: 6.762 eV
* molecular weight: 61.1 g mol⁻¹

# 3
Entry from the OMol25 dataset: a molecular structure, C3H3Br2F at a distorted geometry (wB97M-V/def2-TZVPD).

The geometry in XYZ format:
```
9
Properties=species:S:1:pos:R:3:nbo_charge:R:1
Br 2.6090 0.9421 -0.2759 -0.207
Br -2.0390 1.3273 -0.4766 -0.001
F -1.1093 0.0289 1.7137 -0.322
C -0.5545 0.7416 0.7080 0.068
C 0.3689 -0.0846 -0.0695 0.153
C 0.3072 -1.2073 -0.7191 -0.424
H -0.1098 1.6476 1.1233 0.233
H 1.1532 -1.6409 -1.2167 0.255
H -0.6257 -1.7548 -0.7872 0.246
```

Values from the calculation:
* energy above the lowest of the compared OMol25 structures with the same formula, charge and spin: 1.038 eV
* gap between HOMO and LUMO: 8.670 eV
* molecular weight: 217.9 g mol⁻¹

# 4
Entry from the OMol25 dataset: C22H31N3O3 in the gas phase at a distorted geometry (wB97M-V/def2-TZVPD).

The geometry in XYZ format:
```
59
Properties=species:S:1:pos:R:3:nbo_charge:R:1
O 1.4349 1.4756 1.5410 -0.650
O -3.1735 -2.0654 0.2714 -0.523
O -2.2238 1.0284 0.1473 -0.403
N -0.4666 0.9477 -1.1502 -0.327
N -1.2515 -0.1140 -1.4414 -0.295
N 3.0671 2.3630 0.2654 -0.441
C 1.3589 -3.2474 0.3268 -0.407
C 0.7999 3.2222 0.0233 -0.502
C 4.5541 0.4504 -0.2877 -0.408
C -6.0877 0.5347 1.6318 -0.202
C -2.2829 -0.0458 -0.6670 0.429
C 2.7460 -3.6161 0.8652 -0.392
C 2.7067 -1.3042 0.0207 -0.240
C -3.4451 -0.9950 -0.6070 0.021
C 1.6493 -2.1505 -0.6904 -0.395
C -6.8434 1.2505 0.7190 -0.217
C -5.4185 0.4878 -1.0533 -0.242
C -2.3071 -3.0331 -0.2725 -0.254
C -4.9956 -0.2010 1.2066 -0.225
C -1.0575 1.6064 -0.2085 0.494
C -0.6243 2.8676 0.4350 -0.448
C 1.7849 2.2598 0.6784 0.703
C -6.5067 1.2266 -0.6240 -0.195
C -4.6602 -0.2307 -0.1389 0.051
C 3.4415 -0.3728 -0.9382 -0.384
C 4.0533 1.4310 0.7758 -0.222
C 3.5045 3.2939 -0.7459 -0.412
C 3.6067 -2.3485 0.7026 -0.415
H 0.7409 -2.8441 1.1303 0.197
H -7.6942 1.8263 1.0523 0.213
H -2.7765 -3.5394 -1.1247 0.166
H 3.8839 -0.9686 -1.7415 0.200
H 3.1284 4.2975 -0.5438 0.204
H 0.7726 -1.5669 -0.9645 0.226
H 5.2748 -0.2163 0.1881 0.211
H 4.5920 3.3322 -0.7353 0.213
H -4.3989 -0.7639 1.9063 0.232
H 2.6975 -3.9443 1.9030 0.203
H 3.9731 -1.9897 1.6638 0.206
H 4.9009 1.9982 1.1784 0.190
H -5.1555 0.4677 -2.1019 0.212
H 3.1786 2.9923 -1.7455 0.200
H 1.0304 4.2410 0.3417 0.230
H -7.0941 1.7826 -1.3400 0.212
H -1.3214 3.6615 0.1531 0.232
H -0.6771 2.7322 1.5181 0.256
H -2.1201 -3.7517 0.5225 0.198
H 3.5779 0.8888 1.5934 0.242
H 5.0828 1.0024 -1.0691 0.195
H -6.3470 0.5520 2.6801 0.214
H -1.3631 -2.5899 -0.6011 0.189
H 4.4729 -2.5615 0.0737 0.195
H 3.1662 -4.4346 0.2793 0.196
H -3.6011 -1.3809 -1.6281 0.204
H 2.0701 -2.5861 -1.5995 0.187
H 0.8925 3.1561 -1.0603 0.242
H 2.2004 -0.7061 0.7819 0.223
H 2.7060 0.2967 -1.3897 0.209
H 0.8434 -4.1044 -0.1064 0.203
```

Values from the calculation:
* energy above the lowest of the compared OMol25 structures with the same formula, charge and spin: 3.082 eV
* SMILES: CO[C@@H](c1ccccc1)c1nnc(CCC(=O)N(C)CCCC2CCCC2)o1
* gap between HOMO and LUMO: 9.937 eV
* molecular weight: 385.5 g mol⁻¹

# 5
Entry from the OMol25 dataset: a molecular structure, C4H8N2O at a distorted geometry (wB97M-V/def2-TZVPD).

The geometry in XYZ format:
```
15
Properties=species:S:1:pos:R:3:nbo_charge:R:1
O 1.8309 -0.8998 0.1672 -0.503
N 3.1550 -0.6388 0.0906 -0.553
N 1.9685 1.7353 -0.1486 -0.632
C -2.6122 0.1600 -0.0569 -0.644
C 1.1125 0.8293 -0.1696 0.532
C -0.2774 0.8854 -0.2561 -0.364
C -1.1766 -0.0495 0.0610 -0.055
H -0.5705 1.7997 -0.7625 0.223
H -2.9664 -0.3859 -0.9123 0.233
H 2.9438 1.4517 -0.1368 0.397
H -0.7409 -0.9560 0.3656 0.218
H -3.0009 -0.5418 0.8119 0.225
H 3.6014 -0.8981 1.0651 0.352
H 3.5442 -1.1427 -0.8087 0.349
H -2.8763 1.1422 -0.0787 0.223
```

Values from the calculation:
* energy above the lowest of the compared OMol25 structures with the same formula, charge and spin: 5.566 eV
* gap between HOMO and LUMO: 9.094 eV
* molecular weight: 100.1 g mol⁻¹

The records above yield lowest unoccupied orbital energy values of -0.09 4.64 -1.55 0.77 0.63 eV, respectively.